Record 1
The following is a quantum chemistry calculation of C23H36F9InNO6P2S as an isolated structure, from OMol25.

The geometry in XYZ format:
```
79
C23H36F9InNO6P2S, DFT wB97M-V/def2-TZVPD
C 0.09237 2.77748 -0.34239
C -0.79999 3.41237 0.74273
C -1.86709 2.42255 1.24258
In -1.01617 1.06513 2.74095
C 0.48898 -0.23529 1.74791
C -0.01122 -1.32227 0.83400
C -1.36808 -1.63024 0.73189
C -1.83326 -2.62626 -0.10470
C -0.93584 -3.34499 -0.88010
C 0.41646 -3.04949 -0.79919
C 0.88785 -2.05236 0.03600
C 2.36367 -1.76456 0.08442
P -2.76363 -0.19502 4.13063
N -2.52008 -0.16542 5.71170
P 0.05289 2.56071 4.52960
S -1.10395 4.15162 4.90649
H -0.04571 3.26328 -1.31256
H 1.15120 2.91267 -0.09677
H -0.06976 1.70309 -0.43996
H -0.16961 3.74768 1.57013
H -1.27484 4.31315 0.34190
H -2.21517 1.82794 0.39121
H -2.72245 2.95930 1.65733
H 1.11357 0.44485 1.15533
H 1.16297 -0.65362 2.50296
H -2.08601 -1.07301 1.32243
H -2.89514 -2.83203 -0.15479
H -1.31049 -4.11836 -1.53957
H 1.12380 -3.61208 -1.39885
H 2.56881 -0.71736 -0.15542
H 2.77254 -1.94742 1.07998
H 2.89861 -2.38451 -0.63629
H -4.04281 0.25635 3.71981
H -2.83323 -1.53066 3.63526
H -3.31725 0.18478 6.22752
H 0.25346 1.81569 5.70259
H 1.38019 2.94824 4.23831
C 6.56566 2.94269 6.33975
C 5.20863 3.03956 5.67952
O 4.78021 1.75750 5.17134
C 4.23507 0.93876 6.05737
O 4.09057 1.12347 7.22766
C 3.72483 -0.33185 5.33800
F 4.65738 -0.82902 4.51601
F 2.65304 -0.01071 4.61642
F 3.40193 -1.26202 6.22318
H 7.29835 2.52936 5.64627
H 6.89623 3.93606 6.64312
H 6.52455 2.30875 7.22416
H 5.23489 3.67966 4.80114
H 4.45079 3.41497 6.36539
C -7.04939 -5.07700 -4.32839
C -6.09802 -5.75503 -3.36901
O -4.78703 -5.91713 -3.95771
C -4.00387 -4.85001 -3.91347
O -4.25410 -3.77894 -3.45320
C -2.62544 -5.19279 -4.52286
F -2.75838 -5.85380 -5.67786
F -1.94252 -5.96476 -3.67095
F -1.93562 -4.08572 -4.74481
H -7.10520 -5.63097 -5.26555
H -8.04541 -5.03772 -3.88794
H -6.72853 -4.05868 -4.54186
H -6.41468 -6.76945 -3.13922
H -5.99744 -5.19679 -2.43957
C 0.51285 1.71972 -4.16322
C 1.02761 3.13901 -4.18521
O 1.90361 3.35711 -5.32217
C 1.31746 3.61026 -6.47387
O 0.15038 3.70560 -6.70938
C 2.39648 3.83733 -7.56035
F 3.35213 2.90760 -7.50709
F 2.96799 5.03654 -7.38175
F 1.84799 3.81032 -8.76910
H 1.34388 1.01430 -4.17294
H -0.06808 1.55429 -3.25667
H -0.12279 1.51631 -5.02445
H 1.65068 3.34547 -3.31900
H 0.21766 3.86584 -4.21480
```

HOMO level = -0.158 hartree
E = -97255.68495 eV
gap between HOMO and LUMO = 6.308 eV
charge = -1

Atom charges from the Löwdin analysis, given in e for atoms 1 to 4: atom 1 (C): -0.127, atom 2 (C): -0.356, atom 3 (C): -0.319, atom 4 (In): 0.465

=====

Record 2
The following is a quantum chemistry calculation of C46H36BrCl3CrN4O3P2S as an isolated structure, from OMol25.

The geometry in XYZ format:
```
97
C46H36BrCl3CrN4O3P2S, DFT wB97M-V/def2-TZVPD
Cr -0.03205 0.58342 -0.30257
C 0.04554 0.01547 2.90620
O 0.08499 0.92617 1.78351
C 0.42544 2.23555 2.07988
C 0.49597 2.75051 3.34499
C 0.89189 4.08649 3.51236
Br 0.98946 4.79117 5.25825
C 1.21204 4.86495 2.43532
C 1.12284 4.33397 1.13552
C 0.70860 3.00865 0.93438
O 0.57521 2.47034 -0.24595
C 1.47390 5.12848 -0.01813
N 1.51657 4.67977 -1.27241
C 1.90712 5.70170 -2.12896
C 2.10122 5.73610 -3.50252
C 2.49757 6.94605 -4.03783
C 2.69389 8.07826 -3.23450
C 2.50256 8.04126 -1.86663
C 2.10393 6.82436 -1.33309
N 1.82475 6.42483 -0.02683
H 0.94831 0.15073 3.49575
H 0.02743 -0.98898 2.50266
H -0.85225 0.20567 3.49148
H 0.25512 2.15937 4.21548
H 1.53625 5.88309 2.60255
H 1.27127 3.71040 -1.46434
H 1.95524 4.86055 -4.11947
H 2.66306 7.02318 -5.10335
H 3.00502 9.00400 -3.69799
H 2.65686 8.91499 -1.24886
H 1.86368 7.01137 0.78887
Cl -3.26361 4.65745 -4.97641
C -2.83677 3.64989 -3.63434
C -1.71314 2.84685 -3.71422
C -1.41535 2.07300 -2.61148
Cl -0.01872 0.98394 -2.65427
C -2.15929 2.02890 -1.42755
O -1.83311 1.26487 -0.41295
C -3.29553 2.85478 -1.41519
Cl -4.28249 2.85381 0.00010
C -3.62849 3.65262 -2.49341
H -1.10183 2.82335 -4.60518
H -4.50800 4.27884 -2.44401
C -0.21110 -3.62387 -2.05310
N -0.06258 -3.11641 -0.65826
P -1.03637 -1.75482 -0.32703
C -1.82319 -2.04044 1.29138
C -2.59570 -1.00813 1.82836
C -3.29595 -1.21295 3.00636
C -3.23075 -2.44021 3.65565
C -2.48264 -3.47234 3.11064
C -1.78817 -3.27518 1.92478
C -2.51795 -2.01333 -1.37069
C -3.31585 -3.13130 -1.10514
C -4.46377 -3.36553 -1.83788
C -4.84780 -2.47726 -2.83695
C -4.06900 -1.36587 -3.10266
C -2.90548 -1.14043 -2.37538
P 1.71778 -3.12378 -0.38809
C 1.92851 -4.93573 -0.19580
C 3.19486 -5.43293 -0.48732
C 3.48442 -6.77875 -0.30155
C 2.50158 -7.64173 0.15540
C 1.22686 -7.15820 0.42723
C 0.94457 -5.81291 0.25706
C 2.00494 -2.67151 1.36874
C 3.04938 -1.77103 1.58507
C 3.49344 -1.49130 2.87143
C 2.87942 -2.08999 3.96051
C 1.84213 -2.99482 3.75958
C 1.42988 -3.30113 2.47312
H -1.25372 -3.79450 -2.29780
H 0.31026 -4.57469 -2.13194
H 0.22134 -2.93645 -2.78786
H -2.66649 -0.05204 1.32286
H -3.89874 -0.41317 3.41717
H -3.77579 -2.59572 4.57742
H -2.44622 -4.43604 3.60217
H -1.23173 -4.08609 1.47528
H -3.03730 -3.82475 -0.32194
H -5.06712 -4.23785 -1.62443
H -5.75424 -2.65504 -3.40018
H -4.35870 -0.66636 -3.87594
H -2.31430 -0.27529 -2.60898
H 3.96029 -4.76310 -0.86394
H 4.47434 -7.15303 -0.52668
H 2.72188 -8.69230 0.29125
H 0.45311 -7.83372 0.76885
H -0.05613 -5.44386 0.45082
H 3.53714 -1.30454 0.73868
H 4.32099 -0.80873 3.01765
H 3.22067 -1.87317 4.96484
H 1.38216 -3.48989 4.60518
H 0.68329 -4.06791 2.32982
S 4.39372 0.72829 -1.12846
C 2.90538 0.33290 -0.72506
N 1.80930 0.02873 -0.39903
```

HOMO level (alpha / beta) = -0.378 / -0.378 hartree
energy above the lowest of the compared OMol25 structures with the same formula, charge and spin = 0.00 kJ/mol
E = -225831.75995 eV
multiplicity = 4
gap between HOMO and LUMO (alpha / beta) = 7.179 / 7.358 eV
charge = +1

Atom charges from the Löwdin analysis, given in e for atoms 1 to 4: atom 1 (Cr): 0.609, atom 2 (C): -0.001, atom 3 (O): -0.171, atom 4 (C): -0.162

=====

Record 3
The following is a quantum chemistry calculation of C24H25AuBrN3Te as an isolated structure at a distorted geometry, from OMol25.

The geometry in XYZ format:
```
55
C24H25AuBrN3Te, DFT wB97M-V/def2-TZVPD
Au 0.68343 -0.71849 -0.26726
C 2.88438 1.72370 0.84533
C 1.83760 2.15803 -0.20387
C 2.42917 3.27224 -1.09524
C 1.51503 0.93323 -0.98354
C 0.56418 2.70304 0.44457
C -0.65346 2.58919 -0.22914
C -1.81714 3.12597 0.30102
C -1.77582 3.80243 1.51280
C -0.56634 3.93504 2.18138
C 0.59383 3.38179 1.65742
H 3.68876 1.16171 0.36687
H 2.42001 1.07234 1.58569
H 3.32112 2.59466 1.33351
H 3.37736 2.94384 -1.53186
H 2.61195 4.17747 -0.51423
H 1.73740 3.52285 -1.90240
H 1.73312 1.02896 -2.05849
H -0.69066 2.06430 -1.17995
H -2.75015 3.02504 -0.24030
H -2.68101 4.22026 1.93572
H -0.52294 4.47748 3.11714
H 1.52259 3.48546 2.20649
N -2.79590 -0.70649 -0.31411
C -3.96214 -0.28521 -0.84486
C -3.69226 0.07391 -2.14453
C -2.31230 -0.17641 -2.30023
N -1.78630 -0.64597 -1.17899
H -2.61195 -1.06978 0.60863
H -4.88057 -0.27837 -0.27878
H -4.38491 0.44836 -2.88122
H -1.68863 -0.03618 -3.17163
Te 0.15617 -2.70382 1.38957
C 1.05443 -4.30306 0.31280
C 2.06931 -4.07771 -0.61901
C 2.74821 -5.14014 -1.20497
C 2.42171 -6.44927 -0.87629
C 1.39378 -6.68618 0.02588
C 0.71715 -5.62342 0.61377
H 2.33723 -3.06050 -0.87887
H 3.54299 -4.93953 -1.91616
H 2.96608 -7.27732 -1.31569
H 1.11892 -7.70364 0.28069
H -0.08584 -5.82495 1.31387
Br 2.63331 0.99601 6.06561
C 1.06418 0.82198 5.02633
C -0.08010 1.51901 5.36378
C -1.20083 1.34880 4.56804
C -1.11953 0.49614 3.47702
N -0.01872 -0.18593 3.16871
C 1.05778 -0.02523 3.92844
H -0.09437 2.18017 6.22103
H -2.12436 1.86602 4.79875
H -1.97662 0.33840 2.82772
H 1.93663 -0.60233 3.65081
```

HOMO level (alpha / beta) = -0.240 / -0.240 hartree
energy above the lowest of the compared OMol25 structures with the same formula, charge and spin = 50.93 kJ/mol
E = -110789.09113 eV
gap between HOMO and LUMO (alpha / beta) = 5.228 / 5.231 eV
charge = 0

Atom charges from the Löwdin analysis, given in e for atoms 1 to 4: atom 1 (Au): 0.551, atom 2 (C): -0.047, atom 3 (C): -0.596, atom 4 (C): -0.042

=====

- What is the charge in the second record?
  +1

=====

- Which formula does entry 3 have?
  C24H25AuBrN3Te

=====

- Which of these has the lowest charge?
  C23H36F9InNO6P2S